This record from the OMol25 dataset describes a 7-piece molecular cluster, C19H43N6O9 overall in a non-equilibrium geometry. The level of theory is ωB97M-V with the def2-TZVPD basis set.

Summary:
**LUMO**: 2.07 eV
**Energy relative to the best compared isomer or geometry (same formula, charge and spin)**: 60.9 kJ/mol
**HOMO-LUMO gap**: 6.580 eV

The geometry in ORCA input format:
```
! RIJCOSX wB97M-V def2-TZVPD def2/J DEFGRID3
* xyz -1 1
O 4.379 -29.981 -12.371
C 2.970 -29.920 -12.338
O 2.357 -30.761 -13.046
O 2.434 -28.990 -11.688
H 4.501 -30.726 -13.017
C 6.808 -27.684 -11.367
C 6.163 -27.808 -10.008
O 6.305 -26.934 -9.150
N 5.317 -28.860 -9.889
C 4.592 -29.205 -8.716
H 7.376 -26.761 -11.457
H 6.031 -27.642 -12.134
H 7.471 -28.523 -11.584
H 4.984 -29.259 -10.772
H 3.533 -29.323 -8.954
H 4.684 -28.440 -7.945
H 4.939 -30.126 -8.231
C -1.868 -34.692 -14.705
C -0.636 -33.821 -14.573
O -0.494 -33.055 -13.672
N 0.302 -33.947 -15.563
C 1.570 -33.261 -15.646
H -2.759 -34.127 -14.446
H -1.745 -35.449 -13.925
H -2.025 -35.129 -15.691
H 0.178 -34.759 -16.144
H 1.733 -32.532 -14.844
H 1.636 -32.701 -16.582
H 2.383 -33.991 -15.612
C -0.409 -26.101 -8.330
C 0.210 -27.057 -9.324
O -0.414 -28.030 -9.705
N 1.457 -26.748 -9.775
C 2.389 -25.981 -8.959
H 0.111 -25.148 -8.277
H -0.346 -26.543 -7.327
H -1.478 -26.057 -8.519
H 1.871 -27.265 -10.554
H 3.405 -26.301 -9.141
H 2.197 -26.154 -7.899
H 2.308 -24.913 -9.191
C 1.542 -29.308 -15.947
C 0.186 -29.968 -15.774
O -0.360 -30.043 -14.705
N -0.266 -30.618 -16.904
C -1.475 -31.397 -16.936
H 2.116 -29.831 -16.720
H 2.053 -29.366 -14.986
H 1.490 -28.246 -16.195
H 0.419 -30.746 -17.622
H -1.619 -31.807 -15.937
H -1.241 -32.237 -17.600
H -2.381 -30.928 -17.320
C 5.381 -33.812 -13.889
C 5.641 -32.580 -14.715
O 5.149 -31.497 -14.453
N 6.529 -32.730 -15.739
C 7.069 -31.651 -16.533
H 4.966 -33.530 -12.924
H 6.301 -34.355 -13.671
H 4.641 -34.421 -14.409
H 6.763 -33.673 -15.997
H 6.523 -30.742 -16.286
H 6.978 -31.833 -17.600
H 8.100 -31.482 -16.215
C 5.174 -25.011 -17.055
C 4.539 -25.911 -16.012
O 3.435 -25.681 -15.546
N 5.293 -26.981 -15.643
C 4.785 -28.083 -14.821
H 5.343 -25.616 -17.956
H 6.207 -24.750 -16.799
H 4.585 -24.127 -17.252
H 6.132 -27.178 -16.157
H 4.127 -27.730 -14.039
H 5.652 -28.608 -14.422
H 4.362 -28.815 -15.511
*
```

This record from the OMol25 dataset describes a 4-piece molecular cluster, C19H43O12 overall in a non-equilibrium geometry. The level of theory is ωB97M-V with the def2-TZVPD basis set.

Summary:
**LUMO**: 2.47 eV
**HOMO-LUMO gap**: 7.201 eV

The geometry in ORCA input format:
```
! RIJCOSX wB97M-V def2-TZVPD def2/J DEFGRID3
* xyz -1 1
O 0.577 -0.327 0.148
C -0.202 -1.031 1.102
O -1.421 -0.956 1.022
O 0.509 -1.658 1.942
H 1.425 -0.619 0.513
C -8.225 -1.524 2.245
O -7.485 -0.338 2.150
C -8.272 0.749 1.728
C -7.418 1.989 1.730
O -6.435 1.909 0.747
C -5.594 3.041 0.742
C -4.653 2.945 -0.438
O -3.692 1.946 -0.232
C -2.375 2.427 -0.320
H -7.535 -2.331 2.486
H -8.746 -1.737 1.304
H -8.954 -1.476 3.069
H -9.108 0.889 2.433
H -8.694 0.539 0.734
H -6.987 2.068 2.741
H -8.051 2.878 1.569
H -5.010 3.091 1.672
H -6.211 3.955 0.710
H -4.193 3.927 -0.606
H -5.255 2.714 -1.326
H -1.661 1.608 -0.225
H -2.147 3.221 0.402
H -2.164 2.827 -1.328
C 6.605 -4.277 -0.322
O 5.238 -4.330 -0.608
C 4.453 -3.885 0.494
C 2.998 -3.801 0.123
O 2.399 -5.080 0.202
C 1.182 -5.107 -0.510
C 0.524 -6.447 -0.314
O 0.359 -6.816 1.038
C -0.597 -6.025 1.701
H 7.151 -4.730 -1.146
H 6.838 -4.789 0.622
H 6.952 -3.236 -0.217
H 4.801 -2.922 0.885
H 4.552 -4.640 1.287
H 2.828 -3.379 -0.872
H 2.529 -3.156 0.884
H 1.367 -4.972 -1.587
H 0.538 -4.293 -0.150
H 1.110 -7.222 -0.811
H -0.468 -6.417 -0.792
H -0.245 -5.019 1.940
H -0.856 -6.544 2.627
H -1.530 -5.961 1.123
C 6.572 4.684 -4.031
O 5.347 4.306 -4.583
C 4.548 3.487 -3.745
C 3.923 4.252 -2.597
O 3.350 3.307 -1.729
C 2.730 3.894 -0.602
C 2.095 2.782 0.204
O 1.389 3.376 1.263
C 0.674 2.404 2.018
H 7.270 3.844 -3.943
H 6.491 5.185 -3.056
H 7.007 5.450 -4.679
H 5.115 2.619 -3.384
H 3.760 3.072 -4.373
H 3.117 4.894 -2.983
H 4.653 4.888 -2.085
H 1.949 4.592 -0.936
H 3.447 4.444 0.021
H 2.877 2.114 0.592
H 1.438 2.187 -0.440
H 0.276 2.944 2.880
H 1.326 1.642 2.459
H -0.110 1.952 1.415
*
```

This record from the OMol25 dataset describes C19H43OP3SScSe as an isolated structure in a non-equilibrium geometry. The level of theory is ωB97M-V with the def2-TZVPD basis set.

Summary:
**LUMO (spin up / spin down)**: -9.82 / -11.59 eV
**Energy relative to the best compared isomer or geometry (same formula, charge and spin)**: 0.0 kJ/mol
**HOMO-LUMO gap (spin up / spin down)**: 7.258 / 3.968 eV

The geometry in ORCA input format:
```
! RIJCOSX wB97M-V def2-TZVPD def2/J DEFGRID3
* xyz 3 1
Sc 1.115 -0.077 -0.805
P -1.054 -0.562 1.202
P 1.562 -2.749 -0.746
P -1.386 -0.626 -2.150
H -0.237 4.533 -0.271
C -1.295 4.331 -0.434
C -2.021 3.662 0.482
H -1.552 3.283 1.405
C -0.534 0.016 2.849
C -1.619 -2.245 1.626
C -2.670 0.293 1.089
C 2.781 -3.201 -2.037
C 2.517 -3.202 0.751
C 0.437 -4.196 -0.873
C -2.609 0.700 -2.386
C -2.486 -2.076 -2.022
C -0.647 -0.840 -3.771
H -1.767 4.743 -1.331
H -3.108 3.587 0.394
H -0.409 1.108 2.840
H 0.415 -0.458 3.136
H -1.339 -0.274 3.544
H -0.757 -2.908 1.782
H -2.258 -2.657 0.834
H -2.190 -2.149 2.562
H -2.539 1.293 0.648
H -3.033 0.391 2.125
H -3.395 -0.277 0.492
H 3.493 -3.928 -1.627
H 3.331 -2.297 -2.335
H 2.268 -3.649 -2.905
H 3.370 -3.846 0.498
H 1.863 -3.731 1.463
H 2.891 -2.279 1.214
H 1.006 -5.136 -0.869
H -0.127 -4.141 -1.812
H -0.261 -4.203 -0.027
H -3.066 0.593 -3.385
H -2.128 1.689 -2.304
H -3.419 0.622 -1.635
H -2.999 -2.177 -2.996
H -3.257 -1.943 -1.247
H -1.924 -3.003 -1.842
H -1.369 -0.468 -4.517
H -0.474 -1.917 -3.980
H 0.282 -0.280 -3.895
C 2.100 2.019 -3.595
C 1.378 3.188 -3.253
C 1.278 4.247 -4.159
C 1.777 4.111 -5.466
C 2.236 2.847 -5.866
C 2.300 1.769 -4.980
Se 2.970 0.938 -2.321
H -0.788 0.030 -0.544
H 0.971 3.253 -2.250
H 0.837 5.203 -3.871
H 1.787 4.960 -6.161
H 2.586 2.643 -6.884
H 2.632 0.782 -5.307
C 4.596 1.358 1.485
S 2.886 1.170 2.008
C 2.400 2.861 1.636
O 2.211 0.386 0.768
H 4.636 1.708 0.446
H 5.061 2.082 2.166
H 5.101 0.391 1.591
H 2.869 3.520 2.375
H 2.731 3.117 0.617
H 1.306 2.936 1.705
*
```

This record from the OMol25 dataset describes C19H44Cl11FNO3PSSb as an isolated structure in a non-equilibrium geometry. The level of theory is ωB97M-V with the def2-TZVPD basis set.

Summary:
**LUMO**: 2.16 eV
**HOMO-LUMO gap**: 6.937 eV

The geometry in ORCA input format:
```
! RIJCOSX wB97M-V def2-TZVPD def2/J DEFGRID3
* xyz -1 1
C -4.524 1.524 -0.255
C -4.128 0.671 1.078
C -2.542 0.623 1.477
Cl -1.818 2.320 1.900
Sb -1.212 -0.657 0.281
C -1.094 -2.064 1.976
C -0.463 -1.494 3.364
C 0.300 -2.722 4.205
F -0.522 -3.271 5.309
C -1.416 0.471 -1.592
S -1.234 2.306 -1.543
O -0.038 2.887 -0.762
O -1.007 2.766 -3.040
O 0.509 0.371 0.864
C 1.618 0.157 -0.070
C 3.005 -0.430 0.659
C 2.729 -0.965 2.208
C 3.892 -1.424 -0.264
C 3.194 -2.719 -0.930
C 2.565 -2.464 -2.460
C 2.106 -3.537 -0.027
P -3.133 -2.093 -0.564
N -2.691 -2.934 -1.903
H -4.164 1.086 -1.274
H -4.222 2.642 -0.057
H -5.717 1.528 -0.308
H -4.640 1.269 1.981
H -4.677 -0.389 1.126
H -2.566 0.120 2.564
H -0.209 -1.820 -0.618
H -0.516 -3.075 1.717
H -2.206 -2.418 2.230
H -1.389 -1.206 4.062
H 0.180 -0.523 3.283
H 1.293 -2.220 4.636
H 0.697 -3.566 3.461
H -2.420 0.140 -2.148
H -0.560 0.074 -2.327
H -2.373 3.043 -1.129
H 1.936 1.251 -0.438
H 1.351 -0.402 -1.062
H 3.710 0.521 0.843
H 2.164 -1.978 2.277
H 3.809 -1.128 2.675
H 2.252 -0.070 2.788
H 4.424 -0.806 -1.133
H 4.795 -1.815 0.414
H 4.077 -3.500 -1.133
H 1.384 -2.441 -2.290
H 2.853 -1.412 -2.888
H 2.784 -3.362 -3.188
H 2.709 -4.117 0.810
H 1.297 -2.896 0.513
H 1.559 -4.390 -0.657
H -3.687 -2.923 0.478
H -4.167 -1.163 -1.021
H -2.808 -3.951 -1.647
C 1.694 5.910 -0.309
Cl 2.145 6.979 -1.643
Cl 0.505 6.680 0.748
H 1.266 4.992 -0.718
H 2.588 5.673 0.274
C -2.127 7.138 -2.144
Cl -2.411 8.670 -2.978
Cl -3.309 6.888 -0.854
H -2.209 6.320 -2.865
H -1.124 7.149 -1.711
C -4.586 -6.214 0.946
Cl -3.135 -6.105 -0.056
Cl -6.047 -5.975 -0.021
H -4.625 -7.203 1.410
H -4.543 -5.445 1.721
C 3.664 -5.741 -5.658
Cl 4.222 -4.201 -6.323
Cl 2.872 -5.510 -4.095
H 2.953 -6.193 -6.354
H 4.523 -6.404 -5.526
C 3.228 9.110 2.662
Cl 2.827 8.102 4.057
Cl 4.965 9.079 2.333
H 2.694 8.735 1.786
H 2.923 10.140 2.867
*
```

This record from the OMol25 dataset describes C19H44MnNO2P2S as an isolated structure in a non-equilibrium geometry. The level of theory is ωB97M-V with the def2-TZVPD basis set.

Summary:
**LUMO (spin up / spin down)**: -7.02 / -8.09 eV
**Energy relative to the best compared isomer or geometry (same formula, charge and spin)**: 0.0 kJ/mol
**HOMO-LUMO gap (spin up / spin down)**: 7.316 / 6.478 eV
**⟨S²⟩**: 6.08

The geometry in ORCA input format:
```
! RIJCOSX wB97M-V def2-TZVPD def2/J DEFGRID3
* xyz 2 5
Mn -0.036 -0.004 -0.628
P -0.018 -2.185 -0.940
P -0.001 2.243 -0.722
N -0.149 0.147 -3.108
C 0.152 -2.331 -2.798
H 0.894 -3.121 -3.021
H -0.827 -2.670 -3.179
C 0.539 -1.082 -3.647
H 1.630 -0.889 -3.604
H 0.173 -1.279 -4.699
C 0.585 1.422 -3.508
H 0.269 1.761 -4.539
H 1.671 1.204 -3.495
C 0.268 2.591 -2.536
H -0.671 3.025 -2.907
H 1.042 3.376 -2.639
C 1.394 3.193 0.058
C 1.571 2.928 1.556
H 2.561 3.300 1.862
H 1.522 1.865 1.806
H 0.820 3.446 2.168
C -1.565 3.107 -0.224
C -1.701 3.309 1.289
H -2.752 3.542 1.522
H -1.109 4.158 1.664
H -1.433 2.406 1.847
C -1.576 -3.094 -0.493
C -1.674 -3.430 0.996
H -2.709 -3.733 1.215
H -1.449 -2.558 1.622
H -1.025 -4.270 1.288
C 1.413 -3.208 -0.342
C 1.679 -3.071 1.160
H 2.618 -3.592 1.398
H 0.885 -3.513 1.774
H 1.799 -2.027 1.463
C 1.618 -0.010 -0.005
O 2.802 0.011 0.034
C -1.873 4.416 -0.962
H -1.118 5.190 -0.786
H -1.976 4.286 -2.043
H -2.825 4.826 -0.598
C -1.894 -4.332 -1.340
H -2.862 -4.741 -1.017
H -1.976 -4.114 -2.409
H -1.155 -5.130 -1.210
C 1.382 -4.685 -0.740
H 2.371 -5.122 -0.545
H 0.665 -5.269 -0.151
H 1.174 -4.852 -1.801
C 1.400 4.701 -0.204
H 0.656 5.240 0.394
H 2.379 5.110 0.089
H 1.259 4.970 -1.254
H 2.274 2.765 -0.451
H 2.263 -2.739 -0.864
H -2.329 2.368 -0.524
H -2.340 -2.327 -0.710
H -0.986 0.140 -3.691
H -0.835 -0.146 0.694
C 0.312 -1.414 4.366
S -0.815 -0.389 3.450
C -0.987 1.035 4.535
O 0.079 0.180 2.362
H 0.136 -1.236 5.437
H 1.318 -1.101 4.046
H 0.130 -2.469 4.103
H -0.157 1.689 4.264
H -1.946 1.511 4.315
H -0.935 0.672 5.561
*
```

This record from the OMol25 dataset describes a 3-piece molecular cluster, C19H44N2O2Si overall in a non-equilibrium geometry. The level of theory is ωB97M-V with the def2-TZVPD basis set.

Summary:
**LUMO**: 0.81 eV
**Energy relative to the best compared isomer or geometry (same formula, charge and spin)**: 58.1 kJ/mol
**HOMO-LUMO gap**: 10.353 eV

The geometry in ORCA input format:
```
! RIJCOSX wB97M-V def2-TZVPD def2/J DEFGRID3
* xyz 0 1
C 4.909 -1.196 1.510
C 5.761 -0.135 0.826
C 4.994 1.046 0.169
C 3.487 0.882 0.034
C 3.078 -0.074 -1.100
C 1.933 0.477 -1.942
C 0.620 0.579 -1.139
C -0.401 -0.506 -1.512
C -1.239 -0.970 -0.311
C -2.676 -1.363 -0.676
C -3.705 -0.242 -0.403
C -5.039 -0.824 0.040
C -6.084 0.165 0.648
Si -5.939 1.995 0.210
H 5.570 -1.820 2.112
H 4.430 -1.866 0.806
H 4.182 -0.780 2.197
H 6.350 -0.634 0.060
H 6.453 0.264 1.563
H 5.398 1.185 -0.830
H 5.196 1.955 0.727
H 3.019 0.599 0.968
H 3.081 1.860 -0.223
H 3.931 -0.230 -1.758
H 2.757 -1.031 -0.688
H 2.221 1.451 -2.332
H 1.784 -0.163 -2.807
H 0.187 1.566 -1.263
H 0.868 0.460 -0.088
H -1.066 -0.132 -2.289
H 0.149 -1.341 -1.939
H -0.727 -1.798 0.171
H -1.235 -0.152 0.406
H -2.933 -2.247 -0.098
H -2.712 -1.647 -1.722
H -3.854 0.275 -1.351
H -3.284 0.410 0.352
H -4.822 -1.565 0.804
H -5.516 -1.363 -0.774
H -7.060 -0.148 0.283
H -6.134 0.048 1.724
H -4.552 2.460 0.013
H -6.773 2.381 -0.950
H -6.454 2.778 1.361
C 7.262 -2.457 5.428
N 6.084 -1.694 5.061
C 5.833 -0.374 5.271
C 6.898 0.433 5.976
O 4.786 0.125 4.896
H 7.726 -2.882 4.536
H 6.986 -3.274 6.098
H 7.987 -1.826 5.930
H 5.335 -2.173 4.584
H 6.551 1.457 6.065
H 7.085 0.036 6.975
H 7.829 0.424 5.407
C -7.117 2.252 -4.099
N -6.141 1.210 -3.848
C -5.820 0.142 -4.626
C -6.556 -0.011 -5.936
O -4.968 -0.654 -4.264
H -6.627 3.227 -4.118
H -7.868 2.260 -3.307
H -7.613 2.094 -5.050
H -5.613 1.246 -2.991
H -6.189 -0.904 -6.433
H -7.628 -0.118 -5.766
H -6.379 0.850 -6.581
*
```